Arrangement P

# C3H12O4

4 unconnected molecules or ions with the total composition C3H12O4 (ωB97M-V/def2-TZVPD, the OMol25 dataset).

ORCA input file:
```
! RIJCOSX wB97M-V def2-TZVPD def2/J DEFGRID3
* xyz 0 1
C -2.61000 -0.61728 1.68592
C -1.71459 0.48739 1.07528
C -1.32225 0.35042 -0.17879
O -0.66407 1.31954 -0.87404
H -3.54483 -0.74160 1.13599
H -2.08164 -1.57380 1.76854
H -2.88088 -0.31904 2.67467
H -1.65311 1.37479 1.67889
H -1.49593 -0.53523 -0.76414
H -0.20469 0.94217 -1.62959
O 1.04912 0.02161 -2.66369
H 1.82707 -0.36485 -2.22258
H 1.41030 0.87693 -2.94179
O 2.16122 0.56244 0.98614
H 1.45093 0.32944 1.58505
H 1.82860 1.40103 0.64588
O 2.93835 -1.20755 -1.03463
H 2.92281 -0.41883 -0.46534
H 2.58358 -1.88759 -0.46175
*
```

Properties
SMILES string = C/C=C/O.O.O.O
molecular weight = 112.12 Da
HOMO = -8.653 eV
HOMO-LUMO gap = 9.203 eV
LUMO energy = 0.55 eV

These are the natural (NBO) partial charges, in e, on atoms 1 to 4:
1 C -0.6329
2 C -0.3269
3 C 0.1501
4 O -0.7204



Arrangement Q

# C3H12O4

4 unconnected molecules or ions with the total composition C3H12O4 (ωB97M-V/def2-TZVPD, the OMol25 dataset).

ORCA input file:
```
! RIJCOSX wB97M-V def2-TZVPD def2/J DEFGRID3
* xyz 0 1
C 2.52173 -0.12130 1.70145
C 1.39760 -0.06411 0.96352
C 0.06422 0.21996 1.53981
O -1.01374 0.46556 0.66245
H 3.46009 -0.40952 1.24294
H 2.69535 0.37726 2.65519
H 1.37791 -0.45897 -0.00940
H -0.31946 -0.69813 2.00713
H -0.07654 1.01907 2.24567
H -1.51107 -0.26237 0.14269
O -0.27951 1.57604 -1.64538
H -0.44263 2.55155 -1.56138
H -0.40645 1.16653 -0.75659
O 1.05755 -1.21916 -2.13707
H 0.15828 -1.50123 -2.43142
H 1.00065 -0.30642 -2.45410
O -3.27026 -0.72255 -0.36171
H -3.27609 -1.54297 -0.75002
H -3.13763 -0.06924 -1.05377
*
```

Properties
SMILES string = C=CCO.O.O.O
molecular weight = 112.12 Da
HOMO = -9.412 eV
HOMO-LUMO gap = 9.696 eV
LUMO energy = 0.28 eV

These are the natural (NBO) partial charges, in e, on atoms 1 to 4:
1 C -0.3952
2 C -0.2164
3 C -0.1031
4 O -0.7842



Least stable of them? arrangement Q.



Arrangement P

# C3H12O4

3 unconnected molecules or ions with the total composition C3H12O4 (ωB97M-V/def2-TZVPD, the OMol25 dataset).

ORCA input file:
```
! RIJCOSX wB97M-V def2-TZVPD def2/J DEFGRID3
* xyz 0 1
O 1.04842 -2.40880 2.00219
C 0.91367 -1.16472 1.36107
C -0.36554 -0.59270 0.73454
C -0.35587 0.91141 0.48876
O -1.59666 1.26596 -0.18200
H 1.34124 -3.10572 1.41234
H 1.65015 -1.09250 0.55296
H 1.24246 -0.45555 2.12559
H -1.28930 -0.81737 1.27205
H -0.41746 -0.99516 -0.27938
H 0.28374 1.12982 -0.36582
H -0.29065 1.58775 1.33834
H -2.35402 1.03372 0.36132
O 4.44964 1.98976 -1.03660
H 3.95070 2.68169 -1.48643
H 4.59443 1.37208 -1.76385
O -4.17451 -0.33984 -2.40571
H -3.37868 0.18924 -2.28853
H -4.43126 -0.23164 -3.33020
*
```

Properties
SMILES string = OCCCO.O.O
molecular weight = 112.12 Da
HOMO = -10.261 eV
HOMO-LUMO gap = 10.905 eV
LUMO energy = 0.64 eV

These are the natural (NBO) partial charges, in e, on atoms 1 to 4:
1 O -0.7126
2 C -0.0551
3 C -0.4519
4 C -0.0604



Arrangement Q

# C3H12O4

4 unconnected molecules or ions with the total composition C3H12O4 (ωB97M-V/def2-TZVPD, the OMol25 dataset).

ORCA input file:
```
! RIJCOSX wB97M-V def2-TZVPD def2/J DEFGRID3
* xyz 0 1
C -3.76045 0.58600 0.63332
C -2.55887 0.90044 -0.11241
C -1.33349 0.59375 0.32832
O -0.05289 0.89570 -0.19166
H -4.19423 -0.26911 0.00459
H -4.52887 1.39351 0.66919
H -3.41389 0.16762 1.59037
H -2.55025 1.52501 -1.01106
H -1.30104 0.40031 1.33476
H 0.57233 0.87964 0.65875
O 1.52197 -0.01884 1.67331
H 1.99620 -0.25229 0.82112
H 2.28897 0.37961 2.16384
O 1.28141 -0.88525 -2.24806
H 0.63726 -1.51079 -2.22447
H 0.83903 -0.17285 -1.68291
O 3.34340 -1.40605 -0.05507
H 2.98029 -1.48981 -0.86386
H 3.83990 -2.21650 0.01608
*
```

Properties
SMILES string = C/C=C/O.O.O.O
molecular weight = 112.12 Da
HOMO = -8.405 eV
HOMO-LUMO gap = 9.030 eV
LUMO energy = 0.63 eV

These are the natural (NBO) partial charges, in e, on atoms 1 to 4:
1 C -0.6336
2 C -0.2692
3 C 0.1162
4 O -0.7714



Least stable of them? arrangement Q.



Arrangement P

# C3H12O4

4 unconnected molecules or ions with the total composition C3H12O4 (ωB97M-V/def2-TZVPD, the OMol25 dataset).

ORCA input file:
```
! RIJCOSX wB97M-V def2-TZVPD def2/J DEFGRID3
* xyz 0 1
C 2.58217 -1.24182 1.36228
C 1.64562 -0.34546 1.63062
C 0.35784 -0.10520 0.88711
O 0.13265 -0.84231 -0.31386
H 3.36453 -1.45009 2.08861
H 2.68712 -1.72135 0.39770
H 1.71035 0.41407 2.41932
H -0.42796 -0.42533 1.58943
H 0.32764 0.94280 0.59614
H 0.03127 -1.75000 -0.00716
O 2.80247 -2.91942 -2.87504
H 2.10673 -2.99133 -3.52970
H 2.62760 -2.25694 -2.22295
O -4.63241 1.74952 -0.81651
H -4.94055 0.87048 -0.58314
H -3.79621 1.60274 -1.22609
O -1.65370 3.36815 1.01189
H -2.17175 3.54270 0.21422
H -1.86305 2.45421 1.19485
*
```

Properties
SMILES string = C=CCO.O.O.O
molecular weight = 112.12 Da
HOMO = -9.971 eV
HOMO-LUMO gap = 10.237 eV
LUMO energy = 0.27 eV

These are the natural (NBO) partial charges, in e, on atoms 1 to 4:
1 C -0.4177
2 C -0.1976
3 C -0.1113
4 O -0.7152



Arrangement Q

# C3H12O4

A molecular structure, C3H12O4 (ωB97M-V/def2-TZVPD, the OMol25 dataset).

ORCA input file:
```
! RIJCOSX wB97M-V def2-TZVPD def2/J DEFGRID3
* xyz 0 1
C 1.40040 -0.96345 -0.61061
O 0.12232 -1.45136 -0.39102
C 1.81899 0.21300 0.28912
C 2.53180 1.31477 -0.15239
H 2.32178 -1.71762 -0.33852
H 1.67758 -0.50822 -1.66096
H 0.18565 1.15315 0.09738
H 1.67589 -0.05286 1.35770
H 2.91111 2.02410 0.63049
H 2.74430 1.44361 -1.19924
H -1.77716 -0.36744 -2.06506
H -1.53027 0.59059 -0.88446
O -1.86812 0.56271 -1.78650
H -1.38194 0.54789 1.36707
H -2.70320 1.02722 1.16488
O -1.84084 1.20943 0.77732
H -0.33559 -1.18697 0.58560
H -1.78266 -1.35681 1.89082
O -0.97743 -0.94359 1.63739
*
```

Properties
molecular weight = 112.12 Da
HOMO = -9.110 eV
HOMO-LUMO gap = 5.642 eV
LUMO energy = -3.47 eV

These are the Löwdin partial charges, in e, on atoms 1 to 4:
1 C -0.3566
2 O -0.1373
3 C -0.1791
4 C 0.1477



Arrangement R

# C3H12O4

4 unconnected molecules or ions with the total composition C3H12O4 (ωB97M-V/def2-TZVPD, the OMol25 dataset).

ORCA input file:
```
! RIJCOSX wB97M-V def2-TZVPD def2/J DEFGRID3
* xyz 0 1
C -2.91527 -1.77932 -0.00496
C -1.40980 -1.58582 -0.05390
C -0.93956 -0.34042 -0.21574
O 0.45599 -0.25148 -0.38955
H -3.32434 -1.34474 0.89529
H -3.21967 -2.80568 -0.17915
H -3.36500 -1.16818 -0.81562
H -0.59130 -2.28199 -0.17697
H -1.60020 0.48970 -0.43068
H 0.57748 0.58894 -0.86610
O 0.56788 2.36082 -1.34982
H 1.32227 2.35680 -0.73351
H 0.23235 3.25754 -1.35910
O 2.14792 -0.55367 1.53791
H 1.88679 -1.03276 2.31053
H 1.37066 -0.62316 0.93760
O 2.76518 1.80442 0.25352
H 2.46785 1.12095 0.86461
H 3.57078 1.78804 -0.22437
*
```

Properties
SMILES string = C/C=C/O.O.O.O
molecular weight = 112.12 Da
HOMO = -8.735 eV
HOMO-LUMO gap = 9.529 eV
LUMO energy = 0.79 eV

These are the natural (NBO) partial charges, in e, on atoms 1 to 4:
1 C -0.6437
2 C -0.2777
3 C 0.1072
4 O -0.7450



Least stable of them? arrangement Q.



Arrangement P

# C3H12O4

4 unconnected molecules or ions with the total composition C3H12O4 (ωB97M-V/def2-TZVPD, the OMol25 dataset).

ORCA input file:
```
! RIJCOSX wB97M-V def2-TZVPD def2/J DEFGRID3
* xyz 0 1
C -0.60679 -0.94705 1.95885
C 0.62717 -0.52675 2.18072
C 1.65311 -0.17708 1.10910
O 1.11422 0.06771 -0.16738
H -1.40832 -0.81143 2.68322
H -0.96016 -1.36926 1.03883
H 0.87852 -0.09716 3.16576
H 2.23439 0.71059 1.39508
H 2.28866 -1.07207 0.95863
H 0.54262 0.85146 -0.16132
O 0.83559 -1.43991 -2.64723
H 0.85360 -2.41039 -2.57673
H 1.35905 -0.95404 -2.00318
O -2.36886 0.46046 -1.21865
H -1.80728 -0.18371 -0.76173
H -2.28577 0.24360 -2.14615
O -0.77320 2.21954 -0.00006
H -1.25978 1.68206 -0.66841
H -0.98691 3.11963 -0.25451
*
```

Properties
SMILES string = C=CCO.O.O.O
molecular weight = 112.12 Da
HOMO = -9.748 eV
HOMO-LUMO gap = 10.380 eV
LUMO energy = 0.63 eV

These are the natural (NBO) partial charges, in e, on atoms 1 to 4:
1 C -0.3907
2 C -0.2026
3 C -0.0988
4 O -0.7701



Arrangement Q

# C3H12O4

4 unconnected molecules or ions with the total composition C3H12O4 (ωB97M-V/def2-TZVPD, the OMol25 dataset).

ORCA input file:
```
! RIJCOSX wB97M-V def2-TZVPD def2/J DEFGRID3
* xyz 0 1
C 2.80844 -1.28899 1.24220
C 1.63433 -0.76474 1.65293
C 0.85665 0.10122 0.74176
O -0.41281 0.37390 1.08515
H 3.31771 -2.01894 1.86712
H 3.03466 -1.41299 0.18241
H 1.21417 -0.88678 2.65046
H 0.81196 -0.32247 -0.32092
H 1.42404 1.04702 0.58967
H -0.57010 1.27587 0.98624
O -1.98144 -1.36135 -0.57977
H -1.80259 -2.32769 -0.46507
H -1.73016 -0.96559 0.24278
O -1.09156 0.47309 -2.62413
H -1.89495 0.57045 -3.10725
H -1.10140 -0.12160 -1.80886
O -1.24751 2.72517 -0.54641
H -2.15984 2.97403 -0.54713
H -1.10961 1.93039 -1.24118
*
```

Properties
SMILES string = C=CCO.O.O.O
molecular weight = 112.12 Da
HOMO = -9.487 eV
HOMO-LUMO gap = 10.110 eV
LUMO energy = 0.62 eV

These are the natural (NBO) partial charges, in e, on atoms 1 to 4:
1 C -0.4110
2 C -0.1907
3 C -0.1076
4 O -0.7444



Least stable of them? arrangement Q.



Arrangement P

# C7H15N3O

2 unconnected molecules or ions with the total composition C7H15N3O (ωB97M-V/def2-TZVPD, the OMol25 dataset).

ORCA input file:
```
! RIJCOSX wB97M-V def2-TZVPD def2/J DEFGRID3
* xyz 0 1
C 1.61597 -1.18531 -0.24749
C 0.39756 -2.01762 -0.62492
C -0.75983 1.74690 0.13716
C 0.02630 0.55472 0.68539
C 1.23964 0.29378 -0.22344
C -1.07360 -0.53815 0.61341
C 2.42943 1.14329 0.22017
N -0.58023 -1.86879 0.43878
N -1.97249 -0.10173 -0.48060
N -1.50807 1.04784 -0.90329
O -3.54073 0.35410 0.39759
H 1.96214 -1.49708 0.73878
H 2.42081 -1.34616 -0.96665
H 0.01239 -1.69622 -1.60855
H 0.66737 -3.07531 -0.68825
H -1.44009 2.16688 0.88659
H -0.14141 2.53160 -0.29293
H 0.35058 0.68400 1.71767
H 0.96037 0.57815 -1.24460
H -1.67056 -0.51448 1.52982
H 2.74420 0.85358 1.22136
H 2.17752 2.20153 0.23157
H 3.26886 0.99799 -0.45507
H -1.35483 -2.51224 0.32066
H -4.09892 -0.36639 0.10389
H -2.13236 1.56512 -1.50706
*
```

Properties
molecular weight = 157.22 Da
HOMO (alpha / beta) = -8.532 / -8.530 eV
HOMO-LUMO gap (alpha / beta) = 9.514 / 9.512 eV
LUMO energy (alpha / beta) = 0.98 / 0.98 eV

These are the natural (NBO) partial charges, in e, on atoms 1 to 4:
1 C -0.4027
2 C -0.2214
3 C -0.2491
4 C -0.2432



Arrangement Q

# C7H15N3O

2 unconnected molecules or ions with the total composition C7H15N3O (ωB97M-V/def2-TZVPD, the OMol25 dataset).

ORCA input file:
```
! RIJCOSX wB97M-V def2-TZVPD def2/J DEFGRID3
* xyz 0 1
C 1.85961 2.82911 0.45904
N 0.73291 2.25367 0.39273
C 0.82601 0.87585 0.25180
C -0.17949 0.19254 0.65471
C -0.31238 -1.27152 0.76861
C -1.80242 -1.70359 0.59060
C 0.61848 -1.85737 -0.32415
C 0.22480 -1.74552 2.15011
H 1.66230 3.86265 0.79512
H 2.93577 2.41691 0.61062
H 1.70165 0.36347 -0.11207
H -1.08869 0.70172 1.01289
H -1.84923 -2.76128 0.69747
H -2.18319 -1.06742 1.41863
H -2.08790 -1.28760 -0.42172
H 0.38941 -2.96982 -0.28205
H 1.68617 -1.61890 -0.17144
H 0.22598 -1.56800 -1.22235
H 0.67406 -0.87785 2.64818
H -0.67473 -2.12435 2.65031
H 0.98113 -2.53360 1.87649
H -0.95150 1.74517 -4.47051
N -1.61532 1.46674 -3.74358
N -1.35816 1.73199 -2.60733
O -0.30137 2.52808 -2.27672
H -0.11388 2.41893 -1.34536
*
```

Properties
SMILES string = C=N/C=C/C(C)(C)C.[H]/N=N\O
molecular weight = 157.22 Da
HOMO = -9.385 eV
HOMO-LUMO gap = 9.938 eV
LUMO energy = 0.55 eV

These are the natural (NBO) partial charges, in e, on atoms 1 to 4:
1 C -0.0578
2 N -0.4394
3 C -0.1152
4 C -0.1289



Least stable of them? arrangement Q.